1.
C35H65N2O13PtS6 | wB97M-V/def2-TZVPD

gap between HOMO and LUMO (spin up / spin down) = 7.6 / 6.2 eV
ΔE to the lowest compared entry with this formula, charge and spin = 4.3617 eV
highest occupied orbital energy (spin up / spin down) = -0.3567 / -0.3566 Eh

Structure (ORCA input):
```
! RIJCOSX wB97M-V def2-TZVPD def2/J DEFGRID3
* xyz 1 3
Pt 0.793 -3.339 -1.940
C 1.019 0.695 -0.039
C -0.104 -0.322 -0.313
C -1.322 0.318 -0.992
O 0.236 -1.521 -0.944
H 1.547 1.085 -0.911
H 1.811 0.253 0.574
H 0.686 1.584 0.500
H -0.438 -0.672 0.674
H -1.317 0.571 -2.050
H -1.434 1.305 -0.525
H -2.191 -0.214 -0.601
C -2.510 -4.133 2.675
C -2.672 -2.699 2.088
C -2.074 -2.548 0.711
S -2.065 -4.259 -0.011
O -0.845 -4.414 -0.825
O -3.368 -4.457 -0.626
C -1.964 -5.123 1.632
H -3.400 -4.417 3.236
H -1.811 -4.169 3.514
H -2.584 -1.899 2.821
H -3.748 -2.587 1.904
H -1.014 -2.290 0.832
H -2.384 -1.685 0.124
H -0.886 -5.194 1.776
H -2.414 -6.108 1.551
C 0.918 5.736 4.454
C 0.398 6.769 3.499
C 1.160 6.617 2.155
S 1.270 4.744 1.953
O 2.662 4.452 1.603
O 0.200 4.292 1.055
C 0.918 4.395 3.725
H 0.215 5.640 5.283
H 1.910 5.912 4.865
H 0.595 7.789 3.837
H -0.673 6.813 3.295
H 2.099 7.133 2.341
H 0.711 6.977 1.232
H 1.705 3.753 4.115
H -0.010 3.834 3.602
C -3.674 -2.890 -5.500
C -3.286 -1.706 -4.566
C -1.960 -1.128 -5.010
S -0.963 -2.689 -5.040
O -0.545 -3.160 -3.732
O -0.027 -2.576 -6.152
C -2.391 -3.711 -5.707
H -4.203 -2.388 -6.311
H -4.450 -3.541 -5.095
H -3.191 -2.020 -3.524
H -4.023 -0.902 -4.573
H -1.430 -0.328 -4.499
H -1.883 -0.946 -6.084
H -2.291 -4.757 -5.427
H -2.215 -3.730 -6.784
C 4.438 0.730 -4.082
C 4.698 -0.271 -5.168
C 3.551 -1.314 -5.342
S 2.401 -0.880 -3.937
O 2.046 -2.114 -3.258
O 1.371 0.009 -4.444
C 3.680 0.026 -3.004
H 3.849 1.574 -4.452
H 5.389 1.161 -3.770
H 5.594 -0.789 -4.817
H 4.912 0.146 -6.150
H 3.958 -2.308 -5.182
H 2.915 -1.236 -6.220
H 4.356 -0.716 -2.564
H 3.236 0.513 -2.140
C -3.645 1.489 1.062
C -3.350 2.933 0.459
C -2.072 3.497 1.150
S -1.724 2.421 2.591
O -2.568 2.891 3.660
O -0.281 2.290 2.659
C -2.486 0.968 1.859
H -4.280 0.741 0.594
H -4.260 1.766 1.930
H -4.198 3.554 0.739
H -3.179 2.983 -0.615
H -1.957 4.548 1.398
H -1.185 3.214 0.576
H -2.731 0.250 2.637
H -1.695 0.595 1.199
C 3.023 -4.212 2.710
C 3.971 -5.390 2.226
C 4.288 -5.203 0.731
S 3.657 -3.584 0.179
O 2.275 -3.699 -0.309
O 4.653 -2.774 -0.484
C 3.371 -2.963 1.872
H 3.192 -4.169 3.782
H 1.989 -4.427 2.442
H 3.513 -6.373 2.346
H 4.882 -5.526 2.808
H 3.942 -5.987 0.060
H 5.374 -5.162 0.645
H 2.606 -2.255 1.550
H 4.255 -2.454 2.251
N 1.700 0.262 5.780
C 2.413 -0.082 4.626
C 1.517 -0.422 3.643
C 0.335 -0.761 4.369
C 0.496 -0.433 5.682
H 2.042 0.501 6.697
H 3.448 0.193 4.490
H 1.675 -0.379 2.578
H -0.637 -0.971 3.944
H -0.198 -0.657 6.475
N -1.977 4.872 -0.451
C -3.216 5.429 -0.549
C -3.917 4.738 -1.525
C -3.003 3.866 -2.132
C -1.808 3.955 -1.453
H -1.226 5.182 0.148
H -3.460 6.230 0.131
H -4.922 4.954 -1.850
H -3.277 3.418 -3.075
H -0.854 3.465 -1.553
*
```

Löwdin atomic charge list, values in e, 4 entries: 1.277, -0.020, -0.556, -0.029

=====

2.
C4H16N2O2 | wB97M-V/def2-TZVPD

gap between HOMO and LUMO = 9.7 eV
ΔE to the lowest compared entry with this formula, charge and spin = 1.8638 eV
highest occupied orbital energy = -0.3316 Eh

Structure (ORCA input):
```
! RIJCOSX wB97M-V def2-TZVPD def2/J DEFGRID3
* xyz 0 1
C 1.268 -3.025 -0.819
C 0.662 -1.613 -1.016
C 0.237 -0.891 0.220
N -0.536 0.345 -0.065
C -1.411 0.940 0.894
N -0.781 2.081 1.640
H 0.417 -3.636 -0.456
H 2.154 -2.921 -0.221
H 1.428 -3.422 -1.847
H 1.115 -0.970 -1.780
H -0.245 -1.664 -1.698
H 1.280 -0.546 0.523
H -0.339 -1.530 0.909
H 0.152 0.972 -0.467
H -2.186 1.393 0.234
H -1.852 0.189 1.532
H -0.875 2.995 1.185
H -0.964 2.136 2.625
O 2.755 1.116 2.288
H 1.836 1.244 1.835
H 3.075 0.630 1.513
O -2.530 2.427 -2.361
H -2.527 1.737 -3.057
H -2.133 2.011 -1.612
*
```

Löwdin atomic charge list, values in e, 4 entries: -0.094, -0.317, -0.247, -0.092

=====

3.
C5H12N2 | wB97M-V/def2-TZVPD

gap between HOMO and LUMO (spin up / spin down) = 7.8 / 8.3 eV
ΔE to the lowest compared entry with this formula, charge and spin = 4.3726 eV
highest occupied orbital energy (spin up / spin down) = -0.2470 / -0.2754 Eh

Structure (ORCA input):
```
! RIJCOSX wB97M-V def2-TZVPD def2/J DEFGRID3
* xyz 0 1
C 0.688 0.139 1.294
C 0.359 -0.379 2.655
C -0.942 1.915 -1.674
N 0.034 -1.361 -0.690
N 0.118 -2.594 -1.248
C -0.179 0.879 0.514
C 0.058 1.235 -0.797
H 0.969 -0.966 -0.744
H 1.729 0.066 0.990
H 0.846 -2.832 -1.911
H -0.775 -3.029 -1.419
H -1.196 0.998 0.884
H 1.076 1.185 -1.176
H 0.677 -1.419 2.771
H -0.714 -0.333 2.849
H 0.868 0.195 3.440
H -0.708 2.981 -1.802
H -0.958 1.477 -2.675
H -1.949 1.843 -1.259
*
```

Löwdin atomic charge list, values in e, 4 entries: -0.191, -0.113, -0.115, -0.025

=====

4.
C6H10O | wB97M-V/def2-TZVPD

gap between HOMO and LUMO = 10.6 eV
ΔE to the lowest compared entry with this formula, charge and spin = 0.0230 eV
highest occupied orbital energy = -0.3513 Eh

Structure (ORCA input):
```
! RIJCOSX wB97M-V def2-TZVPD def2/J DEFGRID3
* xyz 0 1
O -0.475 -1.128 1.920
C -0.668 -1.077 0.507
C 0.648 -1.289 -0.199
C 1.309 -0.322 -0.834
C 0.823 1.102 -0.914
C -0.248 1.390 0.139
C -1.288 0.272 0.156
H 0.193 -1.804 2.090
H -1.373 -1.874 0.213
H 1.071 -2.292 -0.138
H 2.256 -0.553 -1.320
H 0.427 1.298 -1.922
H 1.672 1.786 -0.796
H 0.218 1.464 1.129
H -0.730 2.354 -0.064
H -2.087 0.484 0.873
H -1.748 0.189 -0.838
*
```

Löwdin atomic charge list, values in e, 4 entries: -0.034, -0.394, -0.060, -0.087

=====

5.
C4H11N3O2 | wB97M-V/def2-TZVPD

gap between HOMO and LUMO = 10.0 eV
ΔE to the lowest compared entry with this formula, charge and spin = 0.3567 eV
highest occupied orbital energy = -0.3335 Eh

Structure (ORCA input):
```
! RIJCOSX wB97M-V def2-TZVPD def2/J DEFGRID3
* xyz 0 1
C -2.022 -0.363 -1.791
N -1.098 -0.543 -0.696
C -1.444 -1.021 0.419
N -2.559 -1.847 0.730
N -0.641 -0.892 1.524
H -1.839 0.616 -2.231
H -3.027 -0.239 -1.383
H -1.893 -1.065 -2.613
H -3.191 -1.890 -0.060
H -3.067 -1.443 1.513
H 0.204 -0.383 1.314
H -0.546 -1.637 2.197
C 3.286 1.800 -0.221
C 1.948 1.186 0.086
O 1.472 1.041 1.187
O 1.297 0.870 -1.045
H 3.270 2.310 -1.174
H 3.930 0.926 -0.349
H 3.617 2.342 0.660
H 0.635 0.149 -0.920
*
```

Löwdin atomic charge list, values in e, 4 entries: -0.123, -0.017, -0.537, 0.116

=====

Copy entry 2 word for word.
C4H16N2O2 | wB97M-V/def2-TZVPD

gap between HOMO and LUMO = 9.7 eV
ΔE to the lowest compared entry with this formula, charge and spin = 1.8638 eV
highest occupied orbital energy = -0.3316 Eh

Structure (ORCA input):
```
! RIJCOSX wB97M-V def2-TZVPD def2/J DEFGRID3
* xyz 0 1
C 1.268 -3.025 -0.819
C 0.662 -1.613 -1.016
C 0.237 -0.891 0.220
N -0.536 0.345 -0.065
C -1.411 0.940 0.894
N -0.781 2.081 1.640
H 0.417 -3.636 -0.456
H 2.154 -2.921 -0.221
H 1.428 -3.422 -1.847
H 1.115 -0.970 -1.780
H -0.245 -1.664 -1.698
H 1.280 -0.546 0.523
H -0.339 -1.530 0.909
H 0.152 0.972 -0.467
H -2.186 1.393 0.234
H -1.852 0.189 1.532
H -0.875 2.995 1.185
H -0.964 2.136 2.625
O 2.755 1.116 2.288
H 1.836 1.244 1.835
H 3.075 0.630 1.513
O -2.530 2.427 -2.361
H -2.527 1.737 -3.057
H -2.133 2.011 -1.612
*
```

Löwdin atomic charge list, values in e, 4 entries: -0.094, -0.317, -0.247, -0.092